This record from OMol25 describes the molecule C3H7OPS2 in a non-equilibrium geometry. The level of theory is ωB97M-V/def2-TZVPD.

Structure (XYZ):
```
14
Properties=species:S:1:pos:R:3:forces:R:3:nbo_charge:R:1
C -1.2071 -1.5041 0.1041 0.727 2.295 -5.388 -0.91
P -1.6087 0.2830 -0.3028 -2.210 -1.083 1.619 0.92
S -3.4906 0.8186 -0.4892 0.960 -0.453 0.080 -0.53
S -0.6355 1.4587 1.0959 0.488 0.337 0.130 -0.02
C 1.1047 1.2028 0.5786 0.811 -1.151 2.754 -0.66
C 1.4965 1.7615 -0.7161 0.718 0.936 -1.455 0.39
O 2.3665 1.3885 -1.4541 0.365 -1.205 0.154 -0.50
H -0.6532 -1.9454 -0.7800 0.359 0.751 1.342 0.25
H -0.8063 -1.5145 1.0131 1.903 -0.612 3.593 0.23
H -2.0611 -2.0223 -0.0200 -3.324 -1.631 0.447 0.25
H -0.8125 0.4935 -1.3248 1.364 0.477 -2.174 -0.08
H 1.4416 0.1165 0.7957 -0.355 1.856 -0.615 0.25
H 1.6741 1.9004 1.3058 -0.755 -1.180 -0.831 0.28
H 1.0812 2.7168 -1.0079 -1.050 0.663 0.344 0.13
```
Positions in Å, forces in eV/Å.

lowest unoccupied orbital energy	0.39	eV
energy	-1331.4471	Ha
HOMO	-9.0255	eV
ΔE to the lowest compared entry with this formula, charge and spin	1.943	eV
SMILES	C[P@@H](=S)SCC=O
Kohn-Sham gap	0.34610	Eh
F_max	5.90	eV/Å

---

This record from OMol25 describes a structure of composition C13H10 in a non-equilibrium geometry. The level of theory is ωB97M-V/def2-TZVPD.

Structure (XYZ):
```
23
Properties=species:S:1:pos:R:3:forces:R:3:nbo_charge:R:1
C 5.0974 -0.1982 0.1833 1.602 -2.596 -0.679 -0.68
C 3.6172 -0.5175 -0.4407 5.983 1.415 2.993 -0.02
C 2.5267 -0.1511 -0.1224 -3.746 0.003 -1.500 0.00
C 1.1193 0.1296 -0.2035 0.333 2.083 2.349 -0.13
C 0.6765 1.4924 0.0052 -0.096 3.412 -2.757 -0.19
C -0.6700 1.7873 0.0296 -0.441 0.209 1.413 -0.18
C -1.6083 0.7584 0.1481 0.404 -0.823 -0.716 -0.06
C -2.9195 1.1914 0.0279 -4.745 -2.414 -0.342 -0.18
C -3.8822 0.1178 -0.1971 -0.519 -0.633 0.937 -0.21
C -3.4182 -1.2488 0.0096 -3.243 -1.217 -2.758 -0.24
C -2.1219 -1.6400 0.0971 0.546 -3.971 1.756 -0.15
C -1.1698 -0.6345 0.1075 -1.730 3.060 0.247 -0.12
C 0.1648 -0.8126 -0.0186 2.088 -5.335 -0.788 -0.11
H 5.7567 -1.5550 0.0351 -1.468 4.539 0.194 0.20
H 5.2966 -0.0038 1.4325 -1.404 -0.478 -3.873 0.25
H 5.5840 0.7421 -0.4790 -1.056 -3.090 1.873 0.25
H 1.2217 2.4958 -0.3231 -0.033 -2.674 1.171 0.23
H -1.2874 2.7497 0.0891 2.310 -0.679 -0.320 0.22
H -3.2652 2.2633 0.1173 0.713 -1.375 -0.376 0.23
H -5.0874 0.0191 -0.4230 3.344 1.504 0.644 0.24
H -4.2348 -2.0787 -0.3338 2.002 1.930 1.509 0.22
H -1.7856 -2.9175 0.3697 -1.070 4.307 -1.298 0.22
H 0.3894 -1.9892 -0.1106 0.223 2.823 0.317 0.22
```
Positions in Å, forces in eV/Å.

lowest unoccupied orbital energy	-0.20	eV
energy	-501.0656	Ha
HOMO	-8.2975	eV
ΔE to the lowest compared entry with this formula, charge and spin	7.957	eV
Kohn-Sham gap	0.29744	Eh
F_max	6.84	eV/Å

---

This record from OMol25 describes a cluster of 2 separate species, C11H25N2O6S2 in total in a non-equilibrium geometry. The level of theory is ωB97M-V/def2-TZVPD.

Structure (XYZ):
```
46
Properties=species:S:1:pos:R:3:forces:R:3:nbo_charge:R:1
C -1.2024 -2.7514 -0.9701 -0.345 0.759 0.595 -0.65
C -2.4775 -1.7867 -1.3276 -0.451 -1.980 0.356 -0.53
S -2.0590 -0.2056 -2.2350 0.551 -0.131 0.405 0.13
C -0.2169 0.1059 -2.3348 2.048 -0.224 -0.350 -0.59
C 0.2453 1.6364 -1.9073 -2.071 1.084 -1.063 0.14
C -0.7894 2.6552 -2.7375 -0.033 0.790 1.479 -0.65
C 0.0292 1.9858 -0.3185 -1.978 1.553 -1.768 -0.28
N 1.0712 1.4088 0.6132 -0.595 3.240 0.644 -0.09
O 0.5942 0.2403 1.0758 -3.191 0.550 1.349 -0.29
C -0.1681 0.3970 2.3239 -1.105 -1.592 1.201 -0.15
C -1.3826 -0.7536 2.3316 -0.248 0.825 -0.064 0.09
C -2.7474 -0.0516 2.9514 -0.580 0.617 0.655 -0.68
O -1.0209 -1.9744 3.0679 -0.339 2.718 -0.063 -0.67
C 2.4761 1.3560 0.0565 2.623 -0.686 -0.581 -0.31
C 2.5804 1.1436 -1.5646 2.027 -0.682 -0.381 -0.26
N 1.6374 1.9942 -2.3880 -1.171 -1.959 0.900 -0.66
H -1.5729 -3.5890 -0.2203 0.900 1.613 -1.793 0.25
H -0.4027 -2.1213 -0.3913 -1.249 -1.419 -1.017 0.27
H -0.7374 -3.1689 -1.9595 -0.904 0.661 2.048 0.22
H -3.1992 -2.4099 -2.0455 1.519 1.551 1.428 0.22
H -3.1250 -1.5247 -0.3730 1.519 -0.420 -1.876 0.21
H 0.0801 -0.0049 -3.4855 -0.601 0.314 2.425 0.22
H 0.4571 -0.6539 -1.7545 -1.585 1.147 -0.919 0.29
H -0.9051 2.3573 -3.8653 0.247 0.517 2.275 0.23
H -0.3759 3.7693 -2.6229 -0.710 -2.474 -0.491 0.22
H -1.8445 2.6747 -2.1805 2.174 -0.299 -1.485 0.23
H -0.0410 3.1639 -0.1395 0.519 -2.459 -0.669 0.22
H -1.0586 1.5810 -0.0393 2.639 0.575 -0.392 0.27
H 1.1123 2.0619 1.4529 0.168 -0.735 -1.294 0.41
H 0.5158 0.1303 3.2622 -1.050 0.789 -2.177 0.24
H -0.7234 1.4255 2.4399 1.334 -1.556 -0.522 0.17
H -1.6080 -0.9857 1.2003 0.692 -0.019 2.423 0.21
H -3.3362 -0.7632 3.7020 1.379 1.303 -1.862 0.23
H -2.5129 0.9285 3.5900 -0.306 -2.053 -1.295 0.19
H -3.5000 0.3120 2.1062 1.641 -0.898 1.665 0.21
H -0.6698 -1.6761 3.9578 -0.410 -0.592 -1.599 0.46
H 3.0297 0.4367 0.5692 -1.618 1.361 -0.873 0.37
H 3.0396 2.3190 0.4515 -1.454 -1.706 -1.172 0.21
H 3.6822 1.4834 -1.8732 -2.308 -0.754 0.925 0.22
H 2.5387 -0.0142 -1.8544 -0.069 2.402 1.080 0.24
H 1.6524 1.6677 -3.4010 0.266 0.472 1.727 0.37
O 1.8282 -1.2977 1.2996 0.890 -0.362 0.084 -1.16
S 2.5870 -2.5599 1.3675 1.269 -2.646 0.598 2.60
O 1.7062 -3.6374 1.8537 -0.607 -0.083 0.099 -1.11
O 3.7245 -2.4004 2.2915 0.483 0.559 0.438 -1.12
O 3.0891 -2.9039 0.0246 0.091 0.331 -1.091 -1.13
```
Positions in Å, forces in eV/Å.

lowest unoccupied orbital energy	1.88	eV
energy	-1791.1201	Ha
HOMO	-2.3654	eV
ΔE to the lowest compared entry with this formula, charge and spin	10.756	eV
charge	-1
Kohn-Sham gap	0.15583	Eh
F_max	3.51	eV/Å

---

This record from OMol25 describes a cluster of 2 separate species, C2H6N3O in total in a non-equilibrium geometry. The level of theory is ωB97M-V/def2-TZVPD.

Structure (XYZ):
```
12
Properties=species:S:1:pos:R:3:forces:R:3:nbo_charge:R:1
C 0.0172 0.5314 -1.9935 -1.059 -0.397 -1.224 0.87
C 1.0450 -0.3750 1.5439 1.611 -0.894 -1.331 -0.02
N 0.8995 0.3028 -2.7496 0.477 0.295 0.518 -0.66
N 0.0898 -0.7877 0.8568 -0.183 -1.993 -1.233 -0.26
N -1.1664 -0.1983 0.8944 -0.614 1.419 -0.524 -0.54
O -1.0544 0.6094 -1.4693 1.144 0.506 -0.451 -0.62
H 1.9202 -1.0989 1.3337 -0.910 1.832 1.072 0.26
H 1.0309 0.5942 2.0138 0.412 0.095 0.867 0.20
H 1.8438 0.5317 -3.0358 -0.512 -0.045 0.260 0.47
H -1.8263 -0.9231 0.9394 -1.257 -1.507 0.290 0.44
H -1.4573 0.3678 0.0629 1.074 -0.632 -0.753 0.48
H -1.3420 0.4457 1.6035 -0.183 1.323 2.508 0.40
```
Positions in Å, forces in eV/Å.

lowest unoccupied orbital energy	-3.83	eV
energy	-318.9831	Ha
HOMO	-15.4628	eV
ΔE to the lowest compared entry with this formula, charge and spin	3.245	eV
charge	+1
Kohn-Sham gap	0.42732	Eh
F_max	2.84	eV/Å